Record 1
This record from OMol25 describes the molecule C4H4N2 at a distorted geometry. The level of theory is the ωB97M-V functional and the def2-TZVPD basis.

Calculated values
Calculated total energy   -264.193175 a.u.
Energy relative to the best compared isomer or geometry (same formula, charge and spin)   349.86 kJ/mol
Spin multiplicity   1
SMILES   C#C/N=C\N=C
HOMO energy   -9.0 eV
HOMO-LUMO gap   9.215 eV

XYZ file:
```
10
Properties=species:S:1:pos:R:3:forces:R:3:mulliken_charge:R:1
C -1.236 -2.127 0.097 -0.4 1.2 -0.2 -0.52
C -1.648 -1.012 -0.007 0.1 0.5 0.9 0.19
N -2.093 0.235 -0.075 0.3 0.8 -1.4 -0.53
C -1.246 1.198 -0.136 0.2 -2.3 0.9 -0.01
N 0.022 1.249 0.359 -0.3 -0.5 0.1 -0.33
C 1.129 1.220 -0.212 1.9 0.2 0.8 -0.18
H -1.152 -3.116 0.274 0.5 -2.5 0.3 0.48
H -1.563 2.099 -0.482 -1.2 2.8 -0.6 0.41
H 2.015 1.363 0.501 -1.0 -0.3 -1.4 0.24
H 1.308 1.096 -1.301 -0.2 0.0 0.6 0.25
```
Forces are in eV/Å.

Record 2
This record from OMol25 describes the molecule C4H4N2O at a distorted geometry. The level of theory is the ωB97M-V functional and the def2-TZVPD basis.

Calculated values
Calculated total energy   -339.464366 a.u.
Energy relative to the best compared isomer or geometry (same formula, charge and spin)   307.98 kJ/mol
Spin multiplicity   1
SMILES   C=Cc1conn1
HOMO energy   -9.3 eV
HOMO-LUMO gap   9.556 eV

XYZ file:
```
11
Properties=species:S:1:pos:R:3:forces:R:3:mulliken_charge:R:1
C -1.874 0.232 0.037 1.3 0.3 0.2 -0.68
C -0.964 -0.739 -0.120 -1.1 0.4 1.2 -0.30
C 0.406 -0.358 -0.028 0.6 -1.3 -0.3 0.51
C 0.957 0.850 -0.037 3.5 1.5 -0.3 0.00
O 2.326 0.763 -0.035 -1.6 -2.6 0.4 -0.22
N 2.559 -0.738 0.032 -1.5 0.6 -0.2 -0.21
N 1.431 -1.305 0.019 1.8 1.9 0.0 -0.20
H -2.886 -0.091 0.071 -0.9 0.6 0.1 0.29
H -1.494 1.304 0.225 -1.3 -1.8 -0.5 0.12
H -1.181 -1.815 -0.057 -0.1 0.6 -0.5 0.35
H 0.721 1.897 -0.106 -0.9 -0.1 0.0 0.35
```
Forces are in eV/Å.

Record 3
This record from OMol25 describes the molecule C4H4N2O at a distorted geometry. The level of theory is the ωB97M-V functional and the def2-TZVPD basis.

Calculated values
Calculated total energy   -339.489262 a.u.
Energy relative to the best compared isomer or geometry (same formula, charge and spin)   242.61 kJ/mol
Spin multiplicity   1
SMILES   O/C=C1/C=NC=N1
HOMO energy   -9.4 eV
HOMO-LUMO gap   8.827 eV

XYZ file:
```
11
Properties=species:S:1:pos:R:3:forces:R:3:mulliken_charge:R:1
O 2.370 -0.474 -0.138 -3.4 -0.9 2.6 -0.47
C 1.544 0.579 -0.049 -1.3 -3.0 1.1 -0.20
C 0.209 0.255 0.310 -0.2 3.0 -2.4 0.27
C -1.015 1.049 0.046 0.0 -3.0 0.6 -0.14
N -2.090 0.257 -0.112 3.2 -0.1 0.1 -0.60
C -1.444 -1.024 -0.056 -2.9 -1.7 -0.9 -0.04
N -0.176 -1.048 0.145 0.7 -1.1 0.9 -0.50
H 1.615 -1.146 0.408 2.8 0.8 -2.6 0.54
H 2.044 1.492 -0.176 0.0 1.5 -0.3 0.40
H -0.986 2.074 -0.065 -0.5 2.1 0.0 0.46
H -2.071 -2.014 -0.315 1.6 2.5 0.9 0.29
```
Forces are in eV/Å.

Record 4
This record from OMol25 describes the molecule C4H4N2O at a distorted geometry. The level of theory is the ωB97M-V functional and the def2-TZVPD basis.

Calculated values
Calculated total energy   -339.369955 a.u.
Energy relative to the best compared isomer or geometry (same formula, charge and spin)   555.85 kJ/mol
Spin multiplicity   1
SMILES   Oc1[nH]cc2c1N2
HOMO energy   -7.7 eV
HOMO-LUMO gap   8.445 eV

XYZ file:
```
11
Properties=species:S:1:pos:R:3:forces:R:3:mulliken_charge:R:1
O 1.999 -0.992 0.175 1.2 -1.5 0.1 -0.53
C 0.777 -0.492 0.197 -1.6 -0.8 -0.4 0.12
N 0.579 0.828 0.208 -0.2 1.6 0.4 -0.05
C -0.815 1.116 0.321 2.1 -0.6 -0.6 -0.90
C -1.394 -0.087 0.321 0.8 0.5 0.1 0.33
C -0.414 -1.102 0.286 -0.8 0.1 0.5 0.37
N -1.844 -1.366 0.047 -0.7 -2.9 -0.5 -0.49
H 1.831 -1.930 0.403 0.7 0.6 -0.3 0.32
H 1.325 1.494 0.223 0.2 0.3 0.3 0.19
H -0.959 2.108 0.604 -1.3 1.4 -0.1 0.40
H -1.956 -1.712 -0.930 -0.4 1.2 0.4 0.24
```
Forces are in eV/Å.

Record 5
This record from OMol25 describes the molecule C4H4N2O at a distorted geometry. The level of theory is the ωB97M-V functional and the def2-TZVPD basis.

Calculated values
Calculated total energy   -339.543312 a.u.
Energy relative to the best compared isomer or geometry (same formula, charge and spin)   100.71 kJ/mol
Spin multiplicity   1
SMILES   O/C=C1/C=NC=N1
HOMO energy   -9.6 eV
HOMO-LUMO gap   9.238 eV

XYZ file:
```
11
Properties=species:S:1:pos:R:3:forces:R:3:mulliken_charge:R:1
O 2.532 -0.375 0.013 -1.7 -0.7 -0.2 -0.51
C 1.487 0.496 0.027 0.7 -1.2 -0.3 -0.21
C 0.183 0.161 -0.053 -0.5 0.1 0.4 0.78
C -0.992 1.041 -0.010 0.7 -0.3 -0.4 -0.34
N -2.067 0.312 0.010 0.3 0.2 0.1 -0.57
C -1.576 -1.003 0.020 0.1 0.4 0.0 -0.08
N -0.295 -1.162 -0.030 0.3 0.4 -0.1 -0.59
H 2.175 -1.316 -0.106 0.4 1.8 0.3 0.39
H 1.793 1.523 0.093 0.2 0.2 0.0 0.34
H -0.972 2.133 -0.070 -0.2 -0.4 0.2 0.35
H -2.267 -1.811 0.105 -0.3 -0.5 -0.1 0.42
```
Forces are in eV/Å.

Record 6
This record from OMol25 describes the molecule C4H4N2O at a distorted geometry. The level of theory is the ωB97M-V functional and the def2-TZVPD basis.

Calculated values
Calculated total energy   -339.433633 a.u.
Energy relative to the best compared isomer or geometry (same formula, charge and spin)   388.67 kJ/mol
Spin multiplicity   1
SMILES   C#CC(=O)NN=C
HOMO energy   -9.6 eV
HOMO-LUMO gap   9.632 eV

XYZ file:
```
11
Properties=species:S:1:pos:R:3:forces:R:3:mulliken_charge:R:1
C 1.818 1.806 0.051 -2.3 -5.1 -0.5 0.06
C 1.255 0.698 -0.068 3.3 4.0 0.1 -0.15
C 0.785 -0.673 -0.118 -0.4 -1.8 2.3 0.06
O 1.457 -1.717 0.169 -2.7 3.8 -1.7 -0.56
N -0.648 -0.654 -0.196 1.9 -1.8 -0.1 0.08
N -1.356 0.483 -0.102 -2.9 0.7 0.9 -0.40
C -2.652 0.389 0.157 3.9 -2.6 -1.3 -0.31
H 2.459 2.626 0.192 0.1 0.7 0.0 0.44
H -1.022 -1.580 0.028 -0.4 0.4 -0.1 0.29
H -3.279 1.240 0.241 -0.2 0.6 0.0 0.29
H -3.021 -0.672 0.150 -0.4 1.1 0.4 0.19
```
Forces are in eV/Å.

Look up the HOMO-LUMO gap of the second one.
9.556 eV

What is the HOMO energy in the fourth record?
-7.7 eV

Copy entry 5 word for word.
This record from OMol25 describes the molecule C4H4N2O at a distorted geometry. The level of theory is the ωB97M-V functional and the def2-TZVPD basis.

Calculated values
Calculated total energy   -339.543312 a.u.
Energy relative to the best compared isomer or geometry (same formula, charge and spin)   100.71 kJ/mol
Spin multiplicity   1
SMILES   O/C=C1/C=NC=N1
HOMO energy   -9.6 eV
HOMO-LUMO gap   9.238 eV

XYZ file:
```
11
Properties=species:S:1:pos:R:3:forces:R:3:mulliken_charge:R:1
O 2.532 -0.375 0.013 -1.7 -0.7 -0.2 -0.51
C 1.487 0.496 0.027 0.7 -1.2 -0.3 -0.21
C 0.183 0.161 -0.053 -0.5 0.1 0.4 0.78
C -0.992 1.041 -0.010 0.7 -0.3 -0.4 -0.34
N -2.067 0.312 0.010 0.3 0.2 0.1 -0.57
C -1.576 -1.003 0.020 0.1 0.4 0.0 -0.08
N -0.295 -1.162 -0.030 0.3 0.4 -0.1 -0.59
H 2.175 -1.316 -0.106 0.4 1.8 0.3 0.39
H 1.793 1.523 0.093 0.2 0.2 0.0 0.34
H -0.972 2.133 -0.070 -0.2 -0.4 0.2 0.35
H -2.267 -1.811 0.105 -0.3 -0.5 -0.1 0.42
```
Forces are in eV/Å.